# 1
DFT (ωB97M-V/def2-TZVPD) results for a structure of composition C31H28As2AuINOS5.

Geometry as XYZ:
```
70
Properties=species:S:1:pos:R:3:mulliken_spin:R:1
Au -1.4058 0.1244 1.1634 0.353
I -6.2303 -0.9192 2.9881 0.001
As -0.5082 -0.3664 -1.1000 0.147
As 2.7116 -1.9327 1.6883 -0.003
S -3.5337 5.6338 5.2967 0.218
S -2.4789 2.2255 0.7581 0.576
S -1.5583 0.5238 3.4741 0.345
S -3.2644 4.3712 2.6264 0.035
S -2.4119 2.9021 4.9964 0.023
O -2.6608 -2.2073 1.1436 0.004
N -4.7891 -2.4538 0.4561 0.003
C 1.6801 2.8301 -2.7409 0.000
C 0.6823 3.7298 -3.0838 0.001
C -2.6112 2.8021 2.3489 0.153
C 1.0879 -2.1447 0.5389 -0.001
C 4.4220 -0.1692 0.0159 0.001
C 1.3551 1.6025 -2.1785 -0.006
C -3.1083 4.3809 4.3707 -0.051
C -2.1134 -2.5520 -2.0097 0.008
C -0.6496 3.4035 -2.8647 -0.002
C -2.6012 -1.5360 -4.5503 -0.001
C 1.4574 2.1133 2.2087 -0.027
C -3.8684 -2.1737 1.3853 0.008
C -3.1185 -2.7695 -4.1855 0.002
C -1.8370 -0.8050 -3.6500 -0.005
C 0.0223 1.2752 -1.9563 -0.003
C 5.7078 -0.9569 -1.8618 0.001
C -4.3292 -1.8541 2.7923 -0.013
C 1.7379 2.3354 3.5500 0.008
C -2.2126 2.0862 3.4904 0.145
C 1.7404 0.8801 1.6404 -0.013
C 1.0929 -1.4474 -0.8244 -0.010
C 2.3084 -0.1491 2.3902 -0.005
C 3.9753 -1.4629 0.2688 0.001
C -0.9783 2.1828 -2.2986 0.012
C 2.5884 0.0905 3.7329 0.004
C 4.4230 -2.5032 -0.5457 0.001
C -2.8662 -3.2809 -2.9187 -0.001
C 5.2861 0.0803 -1.0445 0.000
C 5.2762 -2.2527 -1.6092 0.000
C -1.6039 -1.3079 -2.3754 0.018
C 2.3083 1.3235 4.3094 -0.001
H -1.4209 0.1455 -3.9544 0.000
H -3.5968 -1.1965 3.2459 0.012
H 5.6372 1.0891 -1.2248 0.000
H 4.1042 0.6492 0.6468 -0.002
H -1.9239 -2.9471 -1.0189 0.003
H 2.1617 0.9216 -1.9295 -0.001
H 3.0258 -0.6936 4.3396 0.000
H 0.2885 -1.7742 1.1901 0.027
H -5.7734 -2.3988 0.6559 0.000
H 1.1602 -2.1548 -1.6487 -0.005
H 1.5227 3.2963 4.0009 0.001
H -3.7077 -3.3398 -4.8916 0.000
H -4.3614 -2.7821 3.3593 0.000
H 6.3823 -0.7602 -2.6854 0.000
H 1.0287 2.9011 1.5990 -0.002
H 5.6129 -3.0694 -2.2350 0.000
H 4.1077 -3.5229 -0.3481 0.000
H 0.8974 -3.2108 0.4290 0.003
H 2.5364 1.4928 5.3539 -0.001
H 2.7197 3.0759 -2.9142 0.000
H -2.0223 1.9374 -2.1376 0.004
H 1.9395 -0.7688 -0.9367 0.020
H -1.4338 4.1000 -3.1321 0.000
H -4.4794 -2.6777 -0.4761 -0.001
H 1.5580 0.7500 0.5829 0.016
H 0.9397 4.6847 -3.5226 0.000
H -3.2447 -4.2574 -2.6421 0.000
H -2.7823 -1.1420 -5.5414 0.000
```

Its energy above the lowest of the compared OMol25 structures with the same formula, charge and spin is 29.6 kcal per mole. As for the net charge: +1. As for the spin multiplicity: 3.

# 2
DFT (ωB97M-V/def2-TZVPD) results for a structure of composition C31H28AsCl2HfN7O8STe.

Geometry as XYZ:
```
80
Properties=species:S:1:pos:R:3:lowdin_charge:R:1
Hf 0.3120 -0.6158 -0.0080 1.256
Te -1.7359 -2.2004 0.8694 0.082
As 2.1069 -0.5930 3.0921 0.904
Cl 0.1206 2.8613 -6.0282 0.600
Cl 3.2293 2.8204 -5.2948 0.597
S -0.5068 1.6752 2.7719 0.456
O 3.1123 0.7857 3.5267 -0.248
O -0.6836 0.7119 1.6812 -0.546
O -1.6627 2.5370 2.9392 -0.324
O 2.8563 -1.9900 3.4582 -0.453
O 1.7891 -0.2706 1.4686 -0.550
O -2.2668 -0.7593 -3.7653 0.019
O 0.7667 2.3813 2.7423 -0.335
O 4.1472 -1.0588 -2.1027 0.024
N -1.1346 3.6046 -0.5316 -0.022
N -2.1352 1.5177 -0.7877 0.091
N 1.7773 -2.5640 0.0528 0.008
N 0.1566 1.6246 -0.6305 -0.029
N 1.9547 -0.5246 -1.5602 -0.025
N -0.4868 -0.7018 -2.2753 -0.016
N -0.8782 -3.5453 -2.4962 0.118
C -3.5836 3.4169 -0.5162 -0.163
C 3.1062 -1.1975 -1.4594 -0.459
C -2.4423 -5.3004 -2.0425 -0.096
C -2.3724 4.1814 -0.0221 -0.164
C 0.0432 4.4221 -0.2867 -0.159
C 3.9070 -4.2401 0.6217 -0.064
C 1.3889 2.3948 -0.4476 -0.201
C 2.6532 -4.4875 1.1480 -0.061
C 1.6433 0.2442 -2.6830 -0.243
C 4.0763 -3.1476 -0.2126 -0.002
C 0.5668 -0.3756 4.2620 -0.220
C -0.9908 2.2428 -0.6263 -0.364
C 0.5616 -1.2586 5.3340 -0.090
C -1.1621 -4.8241 -2.2607 -0.170
C -3.3890 1.9505 -0.1953 -0.175
C -0.4341 0.5935 4.1832 -0.253
C -0.4190 -1.1764 6.3149 -0.090
C -1.8902 -2.6856 -2.5059 -0.307
C 2.5358 1.0257 -3.3938 -0.059
C -1.4039 -0.2055 6.2285 -0.088
C -1.4121 0.6776 5.1567 -0.059
C -1.5711 -1.2509 -2.8738 -0.487
C -0.1694 1.0330 -4.0637 -0.046
C -3.4984 -4.3984 -2.1043 -0.100
C 1.6146 -3.6214 0.8450 -0.162
C 0.2666 0.2064 -3.0337 -0.223
C 2.0774 1.8279 -4.4358 -0.698
C 2.9881 -2.3378 -0.4726 -0.185
C 1.2415 3.8062 -0.9742 -0.141
C -3.2202 -3.0737 -2.3540 -0.077
C 0.7357 1.8367 -4.7529 -0.690
H 2.1391 4.3890 -0.7577 0.116
H 2.7540 1.5445 3.0412 0.010
H 2.4692 -5.3209 1.8116 0.100
H -0.3138 -5.5022 -2.2402 0.095
H -3.3784 1.7882 0.8887 0.118
H -3.6894 3.5421 -1.5968 0.116
H 4.7434 -4.8868 0.8587 0.099
H -0.4141 -1.8791 7.1394 0.093
H -4.5171 -4.7273 -1.9360 0.096
H 3.5826 1.0140 -3.1322 0.103
H 1.3299 -2.0206 5.3796 0.093
H 5.0179 -2.8947 -0.6784 0.110
H -2.4064 5.2205 -0.3616 0.115
H -2.3506 4.1805 1.0753 0.115
H 1.6309 2.4208 0.6176 0.093
H -0.1728 5.4224 -0.6741 0.116
H -2.0101 0.5104 -0.7597 0.043
H -2.1769 -0.1409 6.9850 0.094
H 2.1973 1.8741 -0.9549 0.096
H 0.6147 -3.7525 1.2409 0.003
H 0.2285 4.5062 0.7924 0.127
H -3.9943 -2.3216 -2.4060 0.110
H -1.2111 1.0464 -4.3363 0.091
H -4.1825 1.3399 -0.6253 0.121
H 1.0937 3.7907 -2.0582 0.118
H -2.6044 -6.3494 -1.8284 0.086
H -2.1831 1.4284 5.0478 0.104
H -4.4821 3.8030 -0.0308 0.110
```

Its energy above the lowest of the compared OMol25 structures with the same formula, charge and spin is 0.0 kcal per mole. As for the net charge: -2. As for the spin multiplicity: 1.

# 3
DFT (ωB97M-V/def2-TZVPD) results for a structure of composition C31H28ClNOPSTa at a distorted geometry.

Geometry as XYZ:
```
65
Properties=species:S:1:pos:R:3:nbo_charge:R:1
Ta -1.1094 0.4764 -0.4600 2.168
Cl -5.5199 -0.0858 3.2754 0.188
S -1.0770 -2.5954 -2.0929 1.224
P 1.4434 0.7423 -0.2174 1.150
O -0.7193 -1.2615 -1.2248 -0.988
N -3.0774 0.2680 0.2233 -0.669
C -0.4546 0.7413 3.4168 -0.205
C 0.5167 -3.3195 -2.5273 -0.569
C 0.5976 4.6025 -0.4193 -0.117
C 0.4760 0.2889 1.2380 -0.536
C -1.4407 -3.8327 -0.8027 -0.553
C 2.8557 -0.2917 -0.4659 -0.468
C -3.9100 0.2314 -0.8434 0.017
C 1.7327 2.4570 -0.4693 -0.445
C -0.3332 -1.5482 2.6022 -0.157
C 5.1403 -1.8079 -0.8159 -0.110
C -0.6176 5.3223 -0.2349 0.030
C -4.9337 0.0249 1.6884 -0.057
C 0.0770 1.2114 2.2354 -0.096
C 3.2430 -0.6742 -1.7578 -0.182
C -0.6555 -0.6323 3.6027 -0.083
C 2.9649 3.0673 -0.6883 -0.075
C 4.7722 -1.4015 0.4658 -0.199
C -0.6822 2.4985 -0.2367 -0.603
C -0.3731 -4.9229 -0.9469 -0.425
C -5.7928 -0.0228 0.5902 -0.064
C 0.5410 3.2107 -0.3913 0.075
C -3.5744 0.1688 1.4709 0.047
C -5.2696 0.0897 -0.6927 -0.184
C 1.8640 5.2198 -0.6312 -0.067
C -1.8487 3.2579 -0.0245 -0.092
C 0.9159 -4.2185 -1.3627 -0.415
C 3.0197 4.4643 -0.7506 -0.176
C 4.3841 -1.4358 -1.9274 -0.193
C -1.8102 4.6618 -0.0335 -0.237
C 0.2301 -1.1009 1.4214 -0.187
C 3.6082 -0.6791 0.6559 -0.115
H -5.9142 0.0663 -1.5610 0.294
H -3.4693 0.3371 -1.8377 0.233
H 1.9147 6.3007 -0.7066 0.267
H -2.7214 5.2224 0.1323 0.276
H -6.8599 -0.1342 0.7446 0.296
H 2.6565 -0.3718 -2.6189 0.226
H 5.3994 -1.6442 1.3134 0.265
H 3.8707 2.4815 -0.7868 0.258
H 0.2452 2.2721 2.1011 0.264
H -2.8019 2.7690 0.1545 0.228
H 1.3177 -3.6182 -0.5413 0.207
H -2.4606 -4.1840 -0.9606 0.292
H 1.2031 -2.5156 -2.7773 0.281
H 4.6921 -1.7415 -2.9195 0.262
H -1.0656 -0.9891 4.5409 0.278
H -0.2688 -5.4688 -0.0101 0.280
H -0.7004 1.4333 4.2127 0.282
H 3.9749 4.9558 -0.8796 0.277
H -2.8813 0.2216 2.3007 0.242
H 1.6852 -4.9254 -1.6699 0.291
H -0.6745 -5.6412 -1.7104 0.257
H -0.5885 6.4063 -0.2138 0.270
H -0.5106 -2.6049 2.7567 0.258
H 0.5222 -1.8064 0.6521 0.258
H 0.3073 -3.8904 -3.4393 0.297
H 6.0160 -2.4308 -0.9479 0.266
H -1.3890 -3.2986 0.1478 0.243
H 3.3176 -0.3752 1.6554 0.219
```

Its energy above the lowest of the compared OMol25 structures with the same formula, charge and spin is 14.2 kcal per mole. As for the net charge: +4. As for the spin multiplicity: 1.